Formula: C5H7NO
Source: the OMol25 dataset
Level of theory: the ωB97M-V functional and the def2-TZVPD basis

## Properties
orbital gap: 10.01 eV
structure (SMILES): C=C[C@H]1NCC1=O

Geometry (Å):
C: -2.3850 0.6093 -0.2993
C: -1.7928 -0.5303 0.0321
C: -0.1958 -0.3322 0.5317
N: 0.5701 -1.5258 0.1619
C: 1.6798 -0.5755 -0.3878
C: 0.9230 0.6204 0.0521
O: 1.1311 1.8187 0.0393
H: -1.7135 1.5441 -0.0131
H: -3.3463 0.7403 -0.5694
H: -1.9659 -1.6489 -0.0272
H: -0.0086 0.1268 1.6466
H: 0.0269 -1.9093 -0.5750
H: 1.8404 -0.6635 -1.5706
H: 2.7528 -0.8076 0.0886

Forces on atoms 1 to 2 (eV/Å):
C 4.3 0.9 2.3
C 3.9 0.3 0.9

Formula: H28O14
Source: the OMol25 dataset
Level of theory: the ωB97M-V functional and the def2-TZVPD basis

## Properties
orbital gap: 9.34 eV

Geometry (Å):
O: 0.2558 -3.4696 -0.7437
H: -0.2412 -3.3726 0.0623
H: -0.2802 -4.0696 -1.2697
O: 1.1438 2.7374 1.9483
H: 0.3098 3.1384 1.7183
H: 1.4738 3.4724 2.4733
O: -0.4652 -0.5146 -2.7637
H: -1.3092 -0.9956 -2.6837
H: -0.5322 0.0684 -3.5287
O: -2.6342 2.3624 -1.7337
H: -2.2012 2.1864 -0.9127
H: -3.2982 3.0314 -1.4997
O: -2.3382 -1.8956 0.0323
H: -1.5362 -1.4006 0.1693
H: -2.7742 -1.4476 -0.6987
O: 1.8558 0.0744 2.6953
H: 1.9328 0.4114 3.5943
H: 1.7128 0.8534 2.1713
O: 2.4378 -1.5886 -0.0227
H: 2.4748 -0.6606 -0.2307
H: 1.5928 -1.5136 0.4073
O: -0.7472 0.2374 3.0153
H: -1.1112 -0.3996 3.6673
H: 0.1888 0.0684 2.8273
O: -0.3822 2.7054 -0.4417
H: 0.0298 2.5794 -1.3187
H: -0.1352 3.6264 -0.2017
O: -2.6422 1.2204 1.0923
H: -1.7632 1.1084 1.4383
H: -2.7942 0.5854 0.3703
O: -0.1542 -2.5796 1.7963
H: -0.3602 -1.6996 1.9973
H: 0.3048 -2.8826 2.6143
O: -0.2012 -0.1476 0.0343
H: 0.0338 0.8034 -0.1207
H: -0.0182 -0.5456 -0.7997
O: 2.5348 0.9334 -0.9927
H: 3.0368 0.8024 -1.7537
H: 1.8058 1.3204 -1.4597
O: 1.8668 -1.5076 -3.8587
H: 1.3558 -2.3186 -4.1267
H: 1.5708 -1.3166 -2.9637

Forces on atoms 1 to 2 (eV/Å):
O 0.2 -0.3 -1.0
H -0.2 0.2 0.8

Formula: C27H44BCdN9S2Si
Source: the OMol25 dataset
Level of theory: the ωB97M-V functional and the def2-TZVPD basis

## Properties
orbital gap (alpha / beta): 8.57 / 6.21 eV
charge: +1
2S+1: 2

Geometry (Å):
Cd: 0.0315 0.1183 0.0357
C: -1.6894 2.9898 2.9271
C: -1.1788 1.7106 2.7299
N: -1.1803 1.4076 1.4351
N: -1.6680 2.4828 0.7669
C: -1.9870 3.4428 1.6581
B: -2.1155 2.4078 -0.7469
N: -2.8242 1.0314 -0.9367
C: -4.0660 0.7023 -1.3484
C: -4.1963 -0.6670 -1.3359
C: -2.9535 -1.1271 -0.8981
N: -2.1414 -0.1078 -0.6645
N: -0.8943 2.4143 -1.7474
C: -0.6924 3.2489 -2.7847
C: 0.3033 2.7311 -3.5871
C: 0.6750 1.5457 -2.9603
N: -0.0547 1.3546 -1.8651
N: -2.9457 3.6514 -1.0328
C: -4.2332 3.9148 -1.3838
C: -4.3828 5.2718 -1.4908
C: -3.1105 5.7856 -1.1845
N: -2.2580 4.8184 -0.9096
H: -1.8263 3.5121 3.8576
H: -0.8693 0.9824 3.4622
H: -2.3884 4.3881 1.3448
H: -4.7979 1.4272 -1.6400
H: -5.0618 -1.2440 -1.6087
H: -2.6164 -2.1387 -0.7471
H: -1.2589 4.1533 -2.9027
H: 0.7052 3.1500 -4.4926
H: 1.3934 0.8103 -3.2808
H: -4.9795 3.1584 -1.5221
H: -5.2760 5.8111 -1.7537
H: -2.7868 6.8138 -1.1488
C: 1.7492 2.9876 1.1702
C: 2.9918 2.2103 0.7058
C: 4.1965 2.5852 1.5813
C: 3.2942 2.6408 -0.7340
Si: 2.6883 0.2851 0.8343
C: 2.6554 -0.3843 2.6641
C: 2.0213 0.6311 3.6221
C: 1.8270 -1.6767 2.7399
C: 4.0943 -0.6520 3.1270
C: 3.8298 -0.7712 -0.3487
C: 3.3246 -0.6520 -1.7945
C: 3.8342 -2.2588 0.0264
C: 5.2766 -0.2630 -0.2702
H: 1.9780 4.0568 1.1751
H: 1.4329 2.7118 2.1758
H: 0.9107 2.8356 0.4860
H: 4.3770 3.6594 1.4833
H: 5.1046 2.0668 1.2663
H: 4.0285 2.3797 2.6377
H: 3.4148 3.7277 -0.7586
H: 2.4813 2.3840 -1.4101
H: 4.2200 2.2058 -1.1097
H: 1.0161 0.9071 3.3057
H: 2.6098 1.5423 3.7166
H: 1.9477 0.1829 4.6172
H: 0.7978 -1.5113 2.4075
H: 1.7934 -2.0253 3.7761
H: 2.2542 -2.4749 2.1324
H: 4.6953 0.2591 3.0988
H: 4.5947 -1.4115 2.5284
H: 4.0755 -1.0075 4.1615
H: 2.2992 -1.0207 -1.8857
H: 3.9573 -1.2575 -2.4502
H: 3.3663 0.3759 -2.1515
H: 2.8274 -2.6682 0.0180
H: 4.2847 -2.4436 1.0010
H: 4.4321 -2.8011 -0.7142
H: 5.3749 0.7658 -0.6152
H: 5.9024 -0.8891 -0.9128
H: 5.6748 -0.3261 0.7441
S: 0.0736 -2.8067 -0.5156
C: 0.2138 -4.3430 0.0961
N: 1.1210 -5.2190 -0.3399
C: 0.9586 -6.6136 0.0433
C: 0.1664 -6.6002 1.3476
S: -0.7953 -5.0441 1.3259
H: 1.6901 -4.9611 -1.1327
H: 1.9345 -7.0768 0.1778
H: 0.4187 -7.1553 -0.7374
H: 0.8089 -6.5831 2.2249
H: -0.5242 -7.4348 1.4196

Forces on atoms 1 to 2 (eV/Å):
Cd -0.3 -0.3 -0.1
C 0.1 0.0 0.0

Formula: C6H8NO
Source: the OMol25 dataset
Level of theory: the ωB97M-V functional and the def2-TZVPD basis

## Properties
orbital gap: 7.63 eV
charge: +1

Geometry (Å):
C: -1.6003 -1.9293 1.5331
C: -1.1373 -0.8447 2.3303
C: -1.3843 -1.5622 0.2468
C: -0.4828 0.0744 1.5292
C: 1.0061 0.6643 -2.1067
C: 2.1448 1.1530 -1.6933
N: 0.9350 1.8582 -1.3039
O: -0.6541 -0.3606 0.2390
H: -2.0723 -2.8930 1.6116
H: -1.3594 -0.6809 3.3820
H: -1.5513 -2.0433 -0.6804
H: -0.3252 1.1373 1.5520
H: 0.2828 -0.0249 -2.3946
H: 3.1396 1.3945 -1.8610
H: 0.6267 2.7431 -1.7648
H: 0.7047 1.8749 -0.2855

Forces on atoms 1 to 2 (eV/Å):
C -0.2 0.3 -2.0
C 0.6 1.0 1.1

For the records above, the corresponding E values read -324.5667 -1070.1079 -2826.3857 -362.9943 a.u..